[1]
Entry from OMol25: a single C3H4N2O molecule in a non-equilibrium geometry (ωB97M-V with the def2-TZVPD basis set).

Each line ends with the Löwdin charge.
Element x y z (Å)
O1 -1.3582 1.7812 0.1359  0.0595
C1 -0.6664 0.7873 0.1047  -0.4608
C2 -0.9061 -0.6640 -0.1527  -0.1621
N1 0.2904 -1.3862 -0.3067  0.0351
C3 1.2259 -0.5068 -0.1684  -0.2081
N2 0.8005 0.7601 0.1030  0.1172
H1 -1.2807 -0.5170 1.0834  0.2250
H2 -1.7545 -1.0116 -0.7284  0.1217
H3 2.2818 -0.7542 -0.2511  0.1269
H4 1.3957 1.5658 0.2314  0.1456

E_HOMO: -9.510 eV
LUMO: 0.026 Eh
E: -8202.4401 eV
spin multiplicity: 1
SMILES: O=C1CN=CN1
net charge: 0

---

[2]
Entry from OMol25: a single C4H7FN2 molecule in a non-equilibrium geometry (ωB97M-V with the def2-TZVPD basis set).

Each line ends with the Löwdin charge.
Element x y z (Å)
C1 -1.2832 1.7054 0.0556  -0.3901
C2 -0.4143 0.6678 -0.8179  -0.1550
C3 -1.3649 -1.1732 0.3883  -0.1250
C4 0.9653 -0.7137 0.4418  -0.0624
N1 -1.9283 1.3494 1.0106  0.0378
N2 -0.3191 -0.5399 -0.0900  -0.1889
F1 -2.4076 -1.1236 -0.3904  0.1043
H1 -1.2713 2.7070 -0.4957  0.1005
H2 -0.9752 0.6774 -1.7946  0.1323
H3 0.6382 0.9439 -0.9617  0.0962
H4 -1.3721 -1.7896 1.2996  0.1574
H5 1.1201 -0.6946 1.5435  0.1188
H6 1.4305 -1.6358 0.0462  0.1100
H7 1.5749 0.0544 0.0528  0.0642

E_HOMO (alpha / beta): -7.035 / -6.840 eV
LUMO (alpha / beta): 0.013 / 0.008 Eh
E: -9954.9986 eV
spin multiplicity: 1
net charge: 0

---

[3]
Entry from OMol25: a molecular structure, C28H31IrN4Te in a non-equilibrium geometry (ωB97M-V with the def2-TZVPD basis set).

Each line ends with the Löwdin charge.
Element x y z (Å)
Ir1 -0.6122 -0.0684 0.0342  1.0186
C1 0.6341 1.1645 -2.9837  -0.2043
C2 1.9134 1.5228 -2.2377  -0.1831
C3 1.6513 2.1704 -0.9028  -0.2320
N1 0.9765 1.3640 0.1339  -0.0778
C4 1.1845 1.8272 1.3594  -0.2387
C5 1.7590 3.1003 1.6320  -0.0343
C6 2.2984 3.6128 2.7966  -0.0907
C7 2.5065 3.0194 4.0328  -0.1206
C8 2.0495 1.7643 4.3973  -0.0925
C9 1.2137 0.8977 3.7200  -0.0186
C10 0.6342 1.0008 2.4343  -0.2357
N2 -0.3708 0.2708 2.0079  -0.2138
C11 -1.1728 -0.5716 2.8921  -0.2302
C12 -2.6693 -0.1815 2.8301  -0.1482
C13 -2.9633 0.7509 1.6682  -0.2355
N3 -2.5692 0.2008 0.3723  -0.1518
C14 -3.4605 -0.3219 -0.4774  -0.2176
C15 -4.7754 -0.5899 -0.0915  -0.0100
C16 -5.9049 -0.9352 -0.8251  -0.0756
C17 -6.0355 -1.1667 -2.1736  -0.0983
C18 -4.9855 -1.2254 -3.0853  -0.0706
C19 -3.6301 -1.0611 -2.9084  -0.0046
C20 -2.8595 -0.6390 -1.7917  -0.2223
N4 -1.5412 -0.4966 -1.8496  -0.1168
C21 -0.9217 -0.7803 -3.1584  -0.2420
C22 0.5107 -0.3412 -3.1483  -0.2312
H1 -0.2122 1.5110 -2.3859  0.0905
H2 0.5557 1.6704 -3.9491  0.1141
H3 2.5146 0.6323 -2.0701  0.0820
H4 2.5432 2.2103 -2.8071  0.1170
H5 2.6186 2.4743 -0.4932  0.1166
H6 1.0698 3.0889 -1.0619  0.1253
H7 1.7610 3.7879 0.8001  0.0881
H8 2.6582 4.6328 2.7031  0.1043
H9 3.0667 3.5814 4.7684  0.0924
H10 2.3557 1.4171 5.3790  0.1047
H11 0.9688 -0.0130 4.2477  0.0960
H12 -1.0481 -1.6065 2.5745  0.0445
H13 -0.8266 -0.5147 3.9206  0.0981
H14 -3.2716 -1.0898 2.7519  0.1086
H15 -2.9737 0.3260 3.7483  0.1119
H16 -4.0114 1.0509 1.6683  0.1088
H17 -2.3801 1.6610 1.8058  0.1133
H18 -4.9571 -0.4745 0.9681  0.0957
H19 -6.8132 -1.0264 -0.2391  0.1080
H20 -7.0306 -1.3660 -2.5498  0.1003
H21 -5.2685 -1.4826 -4.1007  0.1078
H22 -3.0615 -1.2691 -3.7987  0.0847
H23 -0.9811 -1.8543 -3.3666  0.1292
H24 -1.4679 -0.2558 -3.9478  0.1168
H25 0.9483 -0.8261 -2.2767  0.0223
H26 1.0497 -0.6972 -4.0295  0.1266
Te1 0.7376 -2.2511 0.3772  0.9781
C23 2.8152 -2.3143 -0.0524  -0.6163
C24 3.4268 -1.7918 -1.1868  -0.1488
C25 4.7910 -1.9493 -1.3943  -0.0909
C26 5.5656 -2.6490 -0.4805  -0.1014
C27 4.9651 -3.1800 0.6511  -0.0980
C28 3.6044 -3.0072 0.8656  -0.1817
H27 2.8438 -1.2723 -1.9279  0.0543
H28 5.2470 -1.5287 -2.2827  0.1010
H29 6.6261 -2.7830 -0.6509  0.0978
H30 5.5576 -3.7199 1.3794  0.0998
H31 3.1532 -3.4098 1.7650  0.0772

E_HOMO: -6.501 eV
LUMO: -0.030 Eh
E: -45629.2618 eV
spin multiplicity: 1
net charge: 0

---

[4]
Entry from OMol25: 2 unconnected molecules or ions with the total composition C5H13B in a non-equilibrium geometry (ωB97M-V with the def2-TZVPD basis set).

Each line ends with the Löwdin charge.
Element x y z (Å)
C1 1.8782 0.5007 0.2482  -0.0184
C2 1.3479 1.7166 0.2064  -0.2484
C3 1.4797 2.6650 1.3883  -0.1024
H1 1.6385 -0.1559 -0.6119  0.0524
H2 2.6463 0.3678 0.9629  0.0466
H3 0.7993 2.0973 -0.6540  0.0917
H4 1.8729 2.1194 2.2194  0.0603
H5 0.4825 3.0783 1.4439  0.0700
H6 2.2706 3.3412 1.1026  0.0677
C4 -0.5137 -2.5486 -0.7369  -0.0844
B1 -1.7236 -1.5053 -0.3977  -0.1861
C5 -1.8849 -0.1972 -1.2235  -0.1078
H7 -0.9736 -3.0417 -1.5507  0.0318
H8 -0.4044 -3.3095 0.0793  0.0536
H9 0.5227 -2.1891 -0.9468  0.0484
H10 -2.4475 -1.6494 0.4799  0.0412
H11 -1.2180 -0.0330 -2.0671  0.0446
H12 -1.7357 0.6887 -0.5786  0.0532
H13 -2.9624 0.0692 -1.5687  0.0861

E_HOMO: -9.529 eV
LUMO: 0.031 Eh
E: -6070.2270 eV
spin multiplicity: 1
SMILES: C=CC.CBC
net charge: 0

---

[5]
Entry from OMol25: a molecular structure, C52H88AsN3O6SSbTi (ωB97M-V with the def2-TZVPD basis set).

Each line ends with the Löwdin charge.
Element x y z (Å)
Ti1 -1.1838 0.4710 0.8359  1.2219
C1 -6.8999 -0.7550 5.4081  -0.0591
C2 -6.9222 -0.6072 3.8810  -0.5553
C3 -7.8201 -1.7022 3.2869  -0.0484
C4 -7.5405 0.7553 3.5545  -0.0680
C5 -5.5154 -0.7557 3.2953  -0.1732
C6 -5.0693 0.0819 2.2751  0.0349
C7 -3.8138 -0.1159 1.7105  -0.1822
N1 -3.1695 0.6222 0.7121  -0.0249
C8 -3.6714 1.8492 0.2602  -0.1972
C9 -4.9810 2.1016 -0.1067  0.0230
C10 -5.3453 3.3827 -0.5147  -0.1696
C11 -4.3511 4.3466 -0.5683  -0.0104
C12 -3.0018 4.1234 -0.2554  -0.0762
C13 -2.6722 2.8370 0.1776  -0.2164
O1 -1.4408 2.3792 0.5315  -0.2070
C14 -2.0467 5.3057 -0.4819  -0.5203
C15 -2.5245 6.5199 0.3321  -0.0511
C16 -2.0686 5.6681 -1.9760  -0.0401
C17 -0.5910 5.0471 -0.0918  -0.0652
C18 -6.7807 3.7476 -0.8952  -0.5561
C19 -7.7194 2.5430 -0.8144  -0.0671
C20 -7.3024 4.8244 0.0663  -0.0486
C21 -6.8210 4.2885 -2.3307  -0.0507
C22 -2.9829 -1.1302 2.2134  -0.2440
O2 -1.7451 -1.1359 1.6584  -0.1946
C23 -3.3968 -1.9856 3.2295  -0.0898
C24 -4.6813 -1.7772 3.7398  0.0063
C25 -2.4612 -3.0627 3.7773  -0.5287
C26 -3.1270 -3.9018 4.8697  -0.0753
C27 -2.0472 -4.0103 2.6433  -0.0414
C28 -1.2138 -2.4030 4.3857  -0.0268
H1 -7.8999 -0.5810 5.8138  0.0783
H2 -6.2151 -0.0336 5.8579  0.0909
H3 -6.5899 -1.7528 5.7186  0.0704
H4 -8.8388 -1.6227 3.6782  0.0797
H5 -7.4331 -2.6933 3.5306  0.0809
H6 -7.8596 -1.6157 2.1993  0.0867
H7 -8.5027 0.8518 4.0625  0.0806
H8 -7.7231 0.8731 2.4848  0.0673
H9 -6.8963 1.5740 3.8813  0.0924
H10 -5.6809 0.8995 1.9318  0.0808
H11 -5.6901 1.2878 -0.0947  0.1039
H12 -4.6267 5.3410 -0.8968  0.0947
H13 -3.4924 6.8935 -0.0052  0.0709
H14 -1.8002 7.3329 0.2360  0.0834
H15 -2.6110 6.2632 1.3900  0.0889
H16 -3.0773 5.8856 -2.3296  0.0728
H17 -1.6734 4.8444 -2.5715  0.0711
H18 -1.4452 6.5485 -2.1544  0.0846
H19 -0.4709 5.0387 0.9915  0.0696
H20 0.0271 5.8673 -0.4658  0.0906
H21 -0.1950 4.1169 -0.4899  0.0526
H22 -7.7638 2.1362 0.1982  0.0711
H23 -7.4074 1.7443 -1.4901  0.0878
H24 -8.7299 2.8470 -1.0966  0.0823
H25 -7.2946 4.4558 1.0942  0.0872
H26 -8.3272 5.1051 -0.1926  0.0802
H27 -6.6839 5.7223 0.0290  0.0757
H28 -6.4431 3.5427 -3.0326  0.0901
H29 -6.2110 5.1864 -2.4376  0.0736
H30 -7.8466 4.5415 -2.6136  0.0796
H31 -5.0344 -2.4322 4.5227  0.0870
H32 -4.0107 -4.4253 4.4976  0.0839
H33 -3.4201 -3.2927 5.7275  0.0823
H34 -2.4167 -4.6530 5.2222  0.0817
H35 -2.9233 -4.5175 2.2308  0.0884
H36 -1.3566 -4.7698 3.0207  0.0865
H37 -1.5525 -3.4668 1.8416  0.0518
H38 -1.4951 -1.7653 5.2275  0.0907
H39 -0.6831 -1.7917 3.6588  0.0721
H40 -0.5289 -3.1715 4.7546  0.0849
O3 2.1162 -0.3628 2.5996  0.1235
C29 1.2684 -0.0074 1.8313  -0.5125
O4 0.1645 0.6526 2.1496  -0.1267
C30 1.3378 -0.3181 0.2935  -0.5261
O5 2.2721 -0.8563 -0.2193  0.0713
O6 0.2299 0.0811 -0.3499  -0.1511
C31 6.0424 1.3129 -2.5779  -0.1435
C32 4.9942 2.4116 -2.7553  -0.7212
C33 5.2746 3.1753 -4.0445  -0.1224
C34 5.1132 3.3652 -1.5633  -0.1635
Sb1 3.0044 1.4657 -2.5601  1.6368
C35 1.6806 2.9225 -3.5591  -0.7047
C36 1.8295 3.1005 -5.0660  -0.1172
C37 1.8788 4.2685 -2.8598  -0.1379
C38 0.2569 2.4483 -3.2466  -0.1346
C39 3.1183 -0.1765 -4.0380  -0.7043
C40 3.8384 0.1108 -5.3507  -0.1203
C41 1.6793 -0.6012 -4.3353  -0.1631
C42 3.8077 -1.3399 -3.3175  -0.1391
H41 7.0287 1.7708 -2.4259  0.0791
H42 6.1139 0.6648 -3.4525  0.0524
H43 5.8337 0.6857 -1.7070  0.0770
H44 6.3029 3.5631 -4.0236  0.0795
H45 4.6103 4.0322 -4.1636  0.0555
H46 5.1775 2.5473 -4.9310  0.0581
H47 6.1155 3.8143 -1.5512  0.0794
H48 4.9645 2.8469 -0.6138  0.0415
H49 4.3865 4.1780 -1.6031  0.0542
H50 2.8398 3.3895 -5.3575  0.0572
H51 1.1468 3.8905 -5.4084  0.0810
H52 1.5683 2.1918 -5.6103  0.0568
H53 1.0831 4.9590 -3.1713  0.0789
H54 2.8327 4.7328 -3.1171  0.0575
H55 1.8248 4.1758 -1.7715  0.0349
H56 0.0192 1.4948 -3.7184  0.0594
H57 -0.4600 3.1901 -3.6200  0.0710
H58 0.0970 2.3334 -2.1708  0.0602
H59 3.3866 0.9359 -5.9024  0.0581
H60 3.7935 -0.7802 -5.9927  0.0810
H61 4.8931 0.3435 -5.1986  0.0524
H62 1.1503 0.1372 -4.9392  0.0537
H63 1.1082 -0.7816 -3.4208  0.0056
H64 1.6874 -1.5437 -4.8986  0.0765
H65 4.8823 -1.1780 -3.2180  0.0582
H66 3.6626 -2.2634 -3.8934  0.0802
H67 3.3934 -1.5043 -2.3199  0.0450
C43 -1.6691 -4.4373 -4.3700  -0.1971
C44 -0.9424 -4.6257 -3.0432  -0.4685
As1 -0.4575 -2.8942 -2.2240  1.2479
C45 -2.2604 -2.3156 -1.6584  -0.4344
C46 -3.2304 -3.3759 -1.1528  -0.1597
C47 0.1691 -3.6186 -0.5045  -0.4471
C48 1.6038 -4.1247 -0.5993  -0.1746
H68 -1.9080 -5.3928 -4.8431  0.0608
H69 -1.0620 -3.8599 -5.0703  0.0573
H70 -2.6077 -3.8952 -4.2325  0.0536
H71 -0.0066 -5.1684 -3.1942  0.0516
H72 -1.5442 -5.2083 -2.3424  0.0532
H73 -2.6876 -1.7616 -2.4974  0.0575
H74 -2.0975 -1.5877 -0.8618  0.0143
H75 -2.7974 -3.9498 -0.3316  0.0482
H76 -3.5183 -4.0782 -1.9377  0.0527
H77 -4.1423 -2.9087 -0.7728  0.0708
H78 -0.5074 -4.4137 -0.1810  0.0553
H79 0.0922 -2.8156 0.2313  0.0432
H80 1.6917 -4.9383 -1.3243  0.0545
H81 1.9536 -4.5024 0.3640  0.0692
H82 2.2763 -3.3222 -0.9043  0.0419
C49 3.5207 2.4563 3.9566  -0.0441
N2 2.1456 2.8476 3.7308  -0.1210
C50 1.1271 2.8416 4.6684  -0.0615
C51 -0.0121 3.1481 4.0204  -0.0798
N3 0.3210 3.3512 2.6977  0.0565
C52 1.6430 3.1316 2.5017  -0.8085
S1 2.4846 3.1615 1.0511  0.6342
H83 3.6933 2.4080 5.0300  0.0859
H84 4.1858 3.1892 3.5028  0.0745
H85 3.7054 1.4825 3.5052  0.0811
H86 1.3102 2.6190 5.7038  0.1130
H87 -1.0219 3.2320 4.3786  0.1145
H88 -0.3254 3.3460 1.9142  0.0905

E_HOMO: -4.851 eV
LUMO: 0.080 Eh
E: -173442.9613 eV
spin multiplicity: 1
net charge: -1

---

[6]
Entry from OMol25: a molecular structure, C4H11AlClF4P (ωB97M-V with the def2-TZVPD basis set).

Each line ends with the Löwdin charge.
Element x y z (Å)
C1 0.2294 -1.6491 -1.4433  -0.2498
P1 -0.0316 0.1200 -1.2891  1.0450
C2 0.7284 0.9508 0.1446  -0.3514
C3 1.1613 0.0508 1.3043  -0.7613
C4 2.3689 -0.8461 1.0154  -0.1197
Cl1 -0.2524 -0.8902 1.8356  0.6961
H1 -0.0162 -2.1508 -0.5097  0.0256
H2 1.2736 -1.8392 -1.7076  0.0558
H3 -0.4235 -2.0008 -2.2454  0.0640
H4 -1.3871 0.4414 -1.3773  0.0110
H5 0.5545 0.6939 -2.4163  0.0312
H6 1.5773 1.5479 -0.2068  0.0990
H7 -0.0461 1.6503 0.4894  0.0808
H8 1.4206 0.7090 2.1390  0.1065
H9 2.0980 -1.7640 0.4967  0.0530
H10 3.1119 -0.2899 0.4330  0.0856
H11 2.8362 -1.1369 1.9601  0.0833
F1 -2.2140 1.8570 1.6284  -0.1745
Al1 -3.1033 1.2854 0.3185  -0.2077
F2 -4.7401 1.5650 0.4311  -0.1560
F3 -2.7188 -0.3457 0.0615  -0.2120
F4 -2.4272 2.0411 -1.0621  -0.2045

E_HOMO: -11.332 eV
LUMO: -0.003 Eh
E: -43612.6016 eV
spin multiplicity: 1
net charge: 0

---

no.,molecular weight (g mol⁻¹)
1,84.08
2,102.11
3,743.40
4,83.97
5,1127.91
6,228.53